No. 1
The following is a quantum chemistry calculation of C53H52AsCl3N7PSSr as an isolated structure, from OMol25.

The geometry in XYZ format:
```
119
Properties=species:S:1:pos:R:3:forces:R:3:lowdin_charge:R:1
Sr -0.6923 0.1669 0.6586 -0.67 0.57 0.40 1.296
C -2.3331 -4.2994 -0.3288 -0.02 0.01 0.01 -0.001
C -1.6545 -3.0409 0.1269 0.01 -0.02 0.03 -0.289
N -2.1367 -1.8667 0.0708 0.12 -0.03 -0.15 -0.014
C -3.4000 -1.4695 -0.5333 0.01 -0.04 0.03 -0.189
C -3.1740 -0.3633 -1.5771 0.05 -0.03 -0.07 -0.192
N -2.5519 0.8371 -1.0175 0.08 -0.05 0.00 -0.149
C -1.9680 1.7915 -1.9752 0.04 0.01 -0.04 -0.184
C -0.6249 2.3932 -1.5308 0.01 -0.02 0.02 -0.212
N 0.3904 1.3452 -1.3745 0.11 -0.03 -0.09 -0.134
C 1.7685 1.7446 -1.0181 0.03 -0.03 -0.05 -0.183
C 2.1443 1.5638 0.4742 0.02 -0.08 -0.05 -0.186
N 1.7553 0.2252 0.8636 0.12 -0.09 -0.10 -0.068
C 2.4370 -0.7483 1.2959 0.05 0.00 -0.08 -0.349
C 3.8591 -0.7108 1.7629 0.01 -0.03 0.04 -0.048
C 1.7091 -2.0866 1.2840 0.03 -0.02 -0.03 -0.221
C 2.3444 -3.2903 1.5732 0.00 -0.02 -0.01 0.009
C 1.6246 -4.4632 1.4320 0.00 0.00 0.01 -0.023
C 0.3087 -4.4282 0.9851 0.01 -0.02 -0.04 -0.016
C -0.2569 -3.1922 0.7068 -0.01 -0.01 0.01 -0.283
N 0.4372 -2.0710 0.8936 0.07 -0.10 0.02 0.042
H -3.2371 -4.0961 -0.8937 -0.01 -0.01 0.02 0.071
H -2.6039 -4.9048 0.5401 0.01 -0.01 -0.01 0.099
H -1.6662 -4.8869 -0.9566 0.05 -0.02 -0.04 0.069
H -4.0295 -1.0776 0.2694 -0.01 -0.01 -0.02 0.087
H -3.9488 -2.2866 -1.0075 0.02 0.01 -0.05 0.106
H -4.1337 -0.1595 -2.0702 -0.02 0.00 0.03 0.125
H -2.4961 -0.7470 -2.3421 0.00 0.01 -0.01 0.098
H -3.1608 1.3064 -0.3545 -0.02 0.01 -0.02 0.113
H -2.6566 2.6141 -2.1943 -0.01 0.00 0.00 0.124
H -1.8023 1.2609 -2.9148 0.00 0.00 0.01 0.089
H -0.7426 2.9204 -0.5784 -0.01 -0.04 0.03 0.087
H -0.3303 3.1408 -2.2804 0.00 0.01 0.02 0.123
H 0.4411 0.7977 -2.2293 0.00 -0.01 0.00 0.088
H 1.9780 2.7799 -1.3103 -0.04 0.02 0.04 0.123
H 2.4334 1.0898 -1.5848 0.01 0.05 -0.01 0.053
H 1.5821 2.2714 1.0939 0.00 -0.01 0.01 0.092
H 3.2114 1.7813 0.5815 0.00 0.01 0.02 0.118
H 4.2215 0.3133 1.8097 0.01 0.00 -0.01 0.076
H 4.4830 -1.2734 1.0670 -0.01 0.01 0.02 0.046
H 3.9366 -1.1535 2.7587 0.00 0.01 0.01 0.086
H 3.3836 -3.3121 1.8662 0.00 0.00 0.00 0.117
H 2.0959 -5.4141 1.6435 0.00 0.00 0.00 0.115
H -0.2432 -5.3460 0.8412 0.00 0.00 0.00 0.111
S 3.5218 -1.3561 -1.5005 0.00 -0.03 -0.02 0.585
C 3.9397 -2.6102 -2.6391 0.03 0.01 -0.02 -0.753
C 5.2722 -2.9426 -2.9307 -0.01 -0.01 0.00 -0.137
C 5.5826 -3.9222 -3.8557 0.00 -0.01 0.00 -0.109
C 4.5746 -4.6074 -4.5267 0.00 0.01 0.01 -0.112
C 3.2510 -4.2980 -4.2540 0.01 0.01 0.00 -0.112
C 2.9312 -3.3118 -3.3251 0.00 0.02 0.01 -0.428
As 1.1117 -2.8608 -2.7999 -0.11 -0.11 -0.01 1.308
C 0.1865 -4.2191 -3.9048 0.10 -0.01 -0.06 -0.409
C -0.0301 -5.4476 -3.2832 -0.02 0.01 0.03 -0.155
C -0.6282 -6.5049 -3.9553 -0.01 0.00 0.01 -0.095
C -1.0284 -6.3447 -5.2741 0.01 0.00 -0.01 -0.098
C -0.8042 -5.1337 -5.9140 -0.01 0.00 0.00 -0.087
C -0.1944 -4.0845 -5.2378 -0.01 0.02 0.02 -0.113
C 0.7665 -1.2985 -3.9363 -0.01 0.04 0.03 -0.399
C 1.7823 -0.4185 -4.3054 0.01 -0.02 -0.01 -0.118
C 1.4877 0.7360 -5.0212 0.00 0.00 0.01 -0.079
C 0.1800 1.0233 -5.3907 0.00 0.01 0.01 -0.098
C -0.8371 0.1465 -5.0385 -0.01 0.00 -0.01 -0.117
C -0.5435 -0.9963 -4.3049 0.03 -0.03 -0.01 -0.166
H 6.0586 -2.4068 -2.4141 0.00 0.00 0.00 0.088
H 6.6216 -4.1551 -4.0586 0.00 0.00 0.00 0.096
H 4.8165 -5.3716 -5.2543 0.00 0.00 0.00 0.092
H 2.4655 -4.8319 -4.7735 -0.02 0.00 -0.01 0.088
H 0.3073 -5.5875 -2.2598 -0.03 0.00 0.04 0.084
H -0.7769 -7.4536 -3.4537 0.00 0.00 0.00 0.099
H -1.4982 -7.1629 -5.8047 0.00 0.00 0.00 0.098
H -1.0932 -5.0082 -6.9503 0.00 0.00 0.00 0.101
H -0.0017 -3.1581 -5.7639 -0.01 0.02 0.00 0.099
H 2.8036 -0.6302 -4.0145 -0.02 0.01 -0.02 0.067
H 2.2888 1.4108 -5.2968 0.00 0.00 0.00 0.105
H -0.0437 1.9185 -5.9573 0.00 0.00 0.00 0.100
H -1.8592 0.3507 -5.3359 0.00 0.00 0.00 0.104
H -1.3448 -1.6792 -4.0423 -0.01 -0.03 0.00 0.092
Cl -1.7983 -2.4219 3.6117 0.05 0.08 0.03 0.655
C -2.8342 -1.1750 4.3510 0.00 -0.02 0.02 -1.591
Cl -3.9078 -1.9312 5.5444 0.00 0.00 0.00 0.626
Cl -1.8576 0.0747 5.0959 -0.01 -0.03 0.01 0.700
C -3.6678 -0.6022 3.2894 -0.02 0.04 0.03 -0.392
N -4.3535 -0.1860 2.4705 0.01 0.00 -0.01 0.214
N -1.3906 1.8911 2.1321 -0.03 0.02 -0.03 -0.458
P -1.0769 3.1235 2.9792 0.07 -0.02 0.01 0.628
C -0.0383 2.7951 4.4658 0.01 -0.01 0.01 -0.321
C 0.9691 1.8403 4.3169 -0.02 0.03 -0.02 -0.131
C 1.7830 1.4880 5.3815 -0.01 0.00 0.02 -0.086
C 1.5894 2.0766 6.6257 0.01 -0.01 -0.01 -0.091
C 0.5839 3.0165 6.7911 0.00 0.01 0.00 -0.083
C -0.2221 3.3770 5.7164 0.01 0.00 -0.01 -0.078
C -2.5099 4.0437 3.6473 -0.01 -0.01 0.00 -0.296
C -3.7280 3.3737 3.6801 0.00 0.01 0.00 -0.087
C -4.8618 4.0004 4.1795 0.00 0.01 0.00 -0.082
C -4.7844 5.3063 4.6430 0.00 0.00 0.00 -0.092
C -3.5746 5.9880 4.5999 0.00 0.00 0.00 -0.085
C -2.4430 5.3595 4.1005 0.00 0.00 -0.01 -0.101
C -0.1459 4.4632 2.1327 -0.02 0.01 -0.01 -0.292
C -0.7817 5.1021 1.0659 0.00 0.00 0.00 -0.109
C -0.1078 6.0284 0.2876 0.00 0.00 0.00 -0.086
C 1.2223 6.3287 0.5619 0.00 0.00 0.00 -0.092
C 1.8630 5.7069 1.6217 -0.01 0.01 0.00 -0.085
C 1.1805 4.7824 2.4060 0.01 -0.01 0.01 -0.087
H 1.0917 1.3568 3.3535 0.01 -0.01 0.01 0.078
H 2.5624 0.7478 5.2463 0.00 0.00 0.00 0.100
H 2.2163 1.7979 7.4631 0.00 0.00 0.00 0.101
H 0.4212 3.4710 7.7604 0.00 0.00 0.00 0.102
H -1.0075 4.1071 5.8641 0.00 0.00 0.01 0.095
H -3.7693 2.3650 3.2860 0.00 -0.01 0.00 0.063
H -5.8074 3.4729 4.1992 0.00 0.00 0.00 0.101
H -5.6682 5.7985 5.0289 0.00 0.00 0.00 0.099
H -3.5159 7.0114 4.9486 0.00 0.00 0.00 0.101
H -1.5035 5.8996 4.0541 0.00 0.00 0.00 0.110
H -1.8180 4.8630 0.8490 0.00 0.00 0.00 0.110
H -0.6160 6.5194 -0.5332 0.00 0.00 0.00 0.102
H 1.7529 7.0499 -0.0467 0.00 0.00 0.00 0.100
H 2.8962 5.9427 1.8445 0.00 0.00 0.00 0.102
H 1.6908 4.3075 3.2355 0.00 0.00 0.00 0.100
```
Positions in Å, forces in eV/Å.

Values from the calculation:
- largest force on an atom (eV/A) = 1.0
- orbital gap (Eh) = 0.2156
- E_HOMO (eV) = -6.19
- E_LUMO (eV) = -0.32
- charge = 0

***

No. 2
The following is a quantum chemistry calculation of C53H52KN4O7P3S4 as an isolated structure, from OMol25.

The geometry in XYZ format:
```
124
Properties=species:S:1:pos:R:3:forces:R:3:lowdin_charge:R:1
K -0.5551 -2.0176 1.3411 0.66 0.01 0.47 0.516
O -2.8547 -2.6282 2.6763 -1.22 0.71 1.02 -0.093
C -3.6564 -2.2103 3.5411 1.16 -0.95 -1.81 -0.230
C -3.4545 -1.1694 4.4779 0.01 0.84 0.56 -0.116
C -4.3166 -1.2907 5.5686 0.08 1.18 1.98 0.031
C -4.1365 -0.4346 6.6830 -0.67 -0.54 0.47 -0.162
C -3.1949 0.6389 6.6842 0.59 -0.52 -0.79 -0.023
C -2.3488 0.7375 5.6280 -0.47 0.30 0.29 -0.019
C -2.4075 -0.0851 4.4408 0.14 -0.90 -0.20 -0.364
O -1.6083 0.1260 3.5159 -0.66 -0.53 -0.06 -0.010
N -4.8318 -0.5757 7.9673 -0.50 1.25 -0.37 -0.342
O -5.6008 -1.5246 8.2214 1.31 1.30 -0.38 0.010
O -4.6297 0.4084 8.7316 -1.03 -2.27 -0.09 -0.032
H -4.6532 -2.7068 3.6020 0.28 0.00 0.14 0.128
H -5.1255 -2.0391 5.6146 0.63 0.31 -0.08 0.125
H -3.1138 1.3255 7.5307 -0.06 -0.52 -0.43 0.113
H -1.5690 1.4725 5.6255 0.25 0.36 -0.07 0.102
C -0.7480 7.2570 -3.2451 -0.05 0.47 -0.12 -0.419
S 0.5708 6.8636 -2.0747 -0.09 0.48 -0.15 0.804
C 1.3113 5.4197 -2.8357 -0.19 -0.73 -0.85 -0.517
C 0.6212 4.1500 -2.3628 0.25 -0.16 0.42 -0.279
C 0.8537 3.9186 -0.8580 -1.22 -0.48 -0.42 -0.275
N 0.3444 2.5773 -0.5051 0.69 -0.65 0.86 -0.449
P -1.3217 2.1374 -0.4124 1.29 -1.08 0.84 1.001
C -2.0718 3.6303 0.2340 -0.72 0.30 1.23 -0.386
C -2.3192 3.7344 1.6499 0.87 -0.72 -0.83 -0.091
C -2.9357 4.8319 2.1940 -0.08 0.40 -0.58 -0.086
C -3.3949 5.7909 1.2838 -0.71 0.94 0.81 -0.112
C -3.2549 5.6897 -0.0830 0.26 -0.24 -0.23 -0.084
C -2.5309 4.6113 -0.6067 -0.16 0.86 0.17 -0.120
C -2.0259 1.9241 -2.0906 -0.35 0.60 -1.21 -0.346
C -3.4231 2.0830 -2.2980 0.59 0.03 1.15 -0.134
C -4.0676 1.6692 -3.4348 0.53 -0.06 -0.60 -0.094
C -3.2957 1.1069 -4.4418 -1.08 -0.55 -1.07 -0.122
C -1.9386 0.9841 -4.3206 0.94 -0.20 -0.34 -0.106
C -1.2803 1.4192 -3.1803 -0.43 0.21 1.10 -0.104
P 1.4441 1.3435 0.2646 -3.36 -0.06 0.48 1.008
C 2.6396 1.2007 -1.0262 0.61 -0.31 -1.51 -0.406
C 2.5067 0.1365 -1.9520 -0.01 0.29 0.54 -0.092
C 3.3956 -0.0353 -2.9975 0.05 -0.20 0.07 -0.081
C 4.4161 0.8978 -3.1803 0.04 -0.24 0.21 -0.097
C 4.5484 1.9694 -2.3024 -0.47 -0.22 -0.44 -0.084
C 3.6310 2.1256 -1.2610 1.30 0.78 0.08 -0.125
C 2.2259 2.2483 1.6308 0.77 0.40 -0.01 -0.350
C 1.5410 3.0439 2.5656 -0.15 -0.13 -0.57 -0.079
C 2.2292 3.6805 3.5869 1.24 -0.44 -0.53 -0.091
C 3.6242 3.5035 3.6697 -0.58 1.04 1.13 -0.111
C 4.3066 2.7427 2.7422 1.18 0.72 0.98 -0.102
C 3.6086 2.0791 1.7762 -0.62 -0.37 -0.19 -0.137
H -1.6354 7.5097 -2.6631 -0.04 -0.04 -0.11 0.013
H -0.9913 6.4161 -3.9123 0.20 0.29 0.27 0.044
H -0.4404 8.1538 -3.8117 -0.29 -0.54 -0.03 0.023
H 2.3551 5.4574 -2.4966 -0.12 -0.24 -0.37 0.068
H 1.2402 5.3983 -3.9578 0.38 0.67 0.96 0.097
H 0.9887 3.2694 -2.9103 0.17 0.25 0.12 0.105
H -0.4589 4.1914 -2.5966 0.41 0.08 0.18 0.084
H 0.3244 4.7026 -0.2717 0.40 -0.40 -0.25 0.093
H 1.9220 3.9659 -0.6279 -0.17 0.04 -0.02 0.090
H -1.9474 2.9508 2.3052 -0.09 -0.18 -0.16 0.094
H -3.0874 4.9749 3.2733 0.14 -0.22 -0.60 0.111
H -3.8879 6.6695 1.7090 -0.03 -0.19 -0.27 0.096
H -3.7030 6.4263 -0.7461 0.22 0.05 0.16 0.096
H -2.2506 4.5562 -1.6518 -0.46 0.07 -0.07 0.089
H -4.0142 2.4940 -1.4903 0.04 0.12 -0.06 0.060
H -5.1283 1.8030 -3.5764 -0.15 -0.02 0.14 0.097
H -3.7590 0.7104 -5.3597 0.09 0.32 0.51 0.103
H -1.3877 0.5206 -5.1458 -0.04 0.24 0.35 0.107
H -0.2060 1.3498 -3.0776 0.10 -0.18 -0.06 0.088
H 1.7128 -0.5852 -1.8462 -0.14 -0.19 0.38 0.099
H 3.3169 -0.9629 -3.5851 0.07 0.68 0.04 0.108
H 5.1320 0.7490 -3.9761 0.10 0.06 -0.07 0.091
H 5.3491 2.6794 -2.4655 -0.02 0.10 0.14 0.093
H 3.7779 2.9732 -0.5748 -0.11 -0.48 -0.34 0.101
H 0.4644 3.1563 2.4817 0.06 0.07 -0.08 0.087
H 1.7626 4.3837 4.2510 -0.38 -0.10 0.32 0.088
H 4.1415 3.9864 4.5295 -0.21 -0.29 -0.91 0.101
H 5.4145 2.7595 2.7787 -0.81 -0.52 0.02 0.112
H 4.1145 1.3503 1.1792 0.25 -0.13 -0.48 0.077
O -3.6946 -1.6137 0.2578 -0.85 -0.23 1.02 -0.091
H -4.6123 -1.7021 -0.0279 0.24 0.00 -0.26 0.055
H -3.7421 -1.8656 1.2181 0.62 0.03 -1.04 0.031
O -1.2302 -0.9647 -0.8915 0.11 0.17 -0.70 -0.220
H -1.1584 -0.9776 -1.8565 -0.03 -0.20 0.39 0.043
H -2.1579 -1.1523 -0.6890 -0.21 0.02 -0.09 -0.011
O -5.3884 1.2895 1.1263 1.48 -0.31 -0.86 0.056
C -4.4167 1.1462 0.5410 -1.54 0.36 1.05 0.041
S 0.4383 -7.5548 -1.0914 0.48 -1.48 0.81 0.145
P 0.4434 -5.7942 -1.8710 -0.35 0.70 0.18 -0.128
S -0.1023 -4.2624 -0.7766 -0.20 0.43 -0.04 0.196
C 2.0380 -5.3996 -2.6373 0.70 -0.32 -1.35 -0.382
C 2.9361 -4.4705 -2.1412 -0.08 0.45 -0.19 -0.093
C 4.0870 -4.1298 -2.8552 0.56 0.27 0.33 -0.098
C 4.4031 -4.7548 -4.0517 0.46 -0.04 -0.13 -0.122
C 3.5363 -5.7207 -4.5371 -0.32 -0.60 -0.08 -0.118
C 2.3759 -6.0383 -3.8522 -0.23 -0.12 0.78 -0.104
C -0.6431 -5.9116 -3.3375 -0.13 -0.44 0.06 -0.392
C -1.5148 -6.9989 -3.4328 0.06 0.07 -1.14 -0.122
C -2.2810 -7.1465 -4.6029 -0.35 -0.12 0.55 -0.105
C -2.2494 -6.1834 -5.5966 0.58 0.42 0.29 -0.119
C -1.3871 -5.0883 -5.4575 -0.25 0.29 -0.75 -0.105
C -0.5761 -4.9632 -4.3572 -0.96 -0.99 0.51 -0.109
H 2.7085 -3.9530 -1.2240 -0.06 0.14 0.28 0.066
H 4.7750 -3.3798 -2.4401 -0.38 -0.32 -0.11 0.105
H 5.3526 -4.5687 -4.5839 -0.61 0.12 0.36 0.097
H 3.7655 -6.3056 -5.4201 0.13 0.18 -0.13 0.089
H 1.7291 -6.8504 -4.1878 0.15 0.27 -0.16 0.107
H -1.5230 -7.7740 -2.6666 0.04 0.38 -0.12 0.036
H -2.9504 -8.0087 -4.7090 0.26 0.30 0.06 0.093
H -2.8766 -6.2551 -6.4644 -0.19 -0.13 -0.31 0.080
H -1.3297 -4.3005 -6.2189 -0.19 -0.41 0.13 0.097
H 0.0453 -4.1234 -4.2289 0.79 0.89 0.02 0.094
C 5.0203 -2.5576 5.7624 -0.04 -0.15 0.19 -0.057
C 3.8845 -2.8955 4.8355 -1.11 -0.13 -0.26 -0.351
C 2.8450 -3.7750 5.1951 0.67 0.16 -0.26 -0.051
C 1.8369 -3.8838 4.2415 -0.03 -0.39 -0.04 -0.161
N 1.8112 -3.1898 3.1151 -1.17 -0.60 -0.11 0.018
C 2.8555 -2.4064 2.8107 -0.37 0.26 -0.91 -0.894
S 2.9074 -1.5694 1.2778 -0.17 -0.27 0.41 0.446
N 3.8606 -2.2838 3.6559 2.01 0.67 1.35 0.066
H 5.1765 -3.3257 6.5226 -0.27 0.06 0.13 0.062
H 4.8737 -1.5792 6.2476 -0.06 -0.34 -0.18 0.080
H 5.9345 -2.5149 5.1981 0.41 0.23 -0.37 0.060
H 2.8896 -4.3877 6.0959 -0.16 0.24 -0.20 0.087
H 1.0326 -4.6260 4.3623 0.17 0.48 0.08 0.107
```
Positions in Å, forces in eV/Å.

Values from the calculation:
- largest force on an atom (eV/A) = 3.4
- orbital gap (Eh) = 0.2020
- E_HOMO (eV) = -2.27
- E_LUMO (eV) = 3.23
- charge = -2

***

- What is the formula in the first record?
  C53H52AsCl3N7PSSr